(1)
124
Properties=species:S:1:pos:R:3:mulliken_charge:R:1 method="wB97M-V/def2-TZVPD" charge=-1 max_force_ev_per_a=1.347 e_homo_ev=-3.968 energy_ha=-3714.813688
I -5.1438 -1.6685 -0.8177 -0.43
Nb -3.3373 0.0245 0.5221 -1.20
S -2.4346 3.6252 1.1819 -0.52
P -3.7242 -0.4605 2.9736 0.81
P -1.6259 1.7830 1.3108 0.40
O 5.5008 2.0831 -3.0326 -0.37
O -6.4799 -2.0389 7.3317 -0.38
O 0.4419 -2.1374 -2.3967 -0.55
O -8.0520 5.6758 0.6106 -0.36
O -0.4658 -4.0444 -7.8614 -0.58
O 1.1983 0.2500 3.0668 -0.21
O -0.9228 -4.6297 -5.8011 -0.36
O 3.7463 1.6922 -4.2819 -0.54
O 9.5001 2.9725 -3.5019 -0.54
O -9.3482 7.4071 0.2519 -0.59
O 10.3395 1.2538 -2.4441 -0.38
O 2.6015 -2.4875 -2.3295 -0.40
O -6.0455 -1.7333 5.2012 -0.40
C 1.7867 -1.0266 2.9162 -0.66
C 3.8518 -2.7375 -2.9846 -0.54
C -1.8746 -1.6670 0.3406 -1.40
C 4.5483 -1.4557 -3.3807 -0.76
C 0.1121 -2.6244 1.7984 -1.12
C 11.8617 3.0468 -3.2307 -1.07
C -2.9573 -2.0140 3.5622 -0.44
C 11.4513 0.4465 -2.0327 -0.43
C 12.0194 0.8820 -0.6995 -0.98
C 4.5171 2.5075 -3.8533 0.85
C 0.7438 -2.1179 3.0992 -0.51
C -3.4629 0.4330 5.6761 -1.13
C 10.4903 2.4297 -3.0950 0.81
C -8.2696 6.8923 0.0931 0.72
C 6.1027 3.7204 -1.3217 -1.01
C 1.5155 -2.0069 -4.5130 -0.96
C -7.1521 7.6231 -0.6219 -0.87
C -8.2483 -2.4953 5.6396 -1.14
C -5.6926 5.3151 1.2466 -0.40
C -7.4145 -2.2439 8.3930 -0.47
C 4.3630 3.9815 -4.1503 -1.16
C 6.5393 2.9548 -2.5520 -0.24
C -1.8614 -4.9329 -4.7531 -0.35
C -3.0724 0.7016 4.2285 -0.24
C 1.4623 -2.2286 -3.0211 0.90
C -2.7204 -4.7094 -7.4988 -0.96
C -1.2976 -4.4170 -7.0781 0.77
C -6.8376 4.9302 0.3448 -0.51
C -7.6617 -3.7117 8.6754 -0.97
C -6.8564 -2.0453 6.0221 0.78
C 2.0223 1.2956 2.6288 -0.85
C -2.1930 -6.4084 -4.6961 -1.05
C -0.3956 -1.5756 0.7872 1.68
H -4.7885 1.1295 0.9071 0.13
H 2.5870 -1.1287 3.6640 0.47
H 12.2131 0.4229 -2.8128 0.36
H -6.9452 -1.7643 9.2511 0.32
H -1.9157 -1.7696 -0.7552 0.86
H -2.8521 -6.6020 -3.8495 0.37
H -8.3257 -3.8203 9.5342 0.35
H -3.4535 -4.6264 -6.7032 0.31
H -8.1208 -4.2111 7.8225 0.27
H 3.6423 4.3866 -3.4390 0.30
H 5.2665 4.3875 -1.5308 0.29
H -2.7482 -5.7260 -7.8929 0.26
H -2.3108 -2.6019 0.7114 0.45
H -0.7030 -3.3146 2.0337 0.46
H -3.4192 -2.2832 4.5132 0.44
H 1.6139 -0.9376 -4.7031 0.23
H 11.8745 3.6151 -4.1563 0.33
H 2.2447 -1.0997 1.9191 0.31
H -1.3546 -4.6166 -3.8435 0.29
H 0.5620 -2.3486 -4.9072 0.14
H -6.7192 -4.2114 8.8977 0.30
H 3.9776 -0.8893 -4.1134 0.18
H 1.2423 -2.9638 3.5813 0.30
H 7.3614 2.2817 -2.3214 0.17
H -2.6676 1.0227 -0.8103 0.04
H -3.1727 -2.7980 2.8395 0.41
H 3.9394 4.0713 -5.1464 0.32
H 3.7139 -3.4049 -3.8376 0.36
H -2.8614 -0.3651 6.1167 0.27
H 12.8143 0.2003 -0.3953 0.37
H -2.7533 -4.3144 -4.8480 0.39
H -8.5216 -1.9539 4.7383 0.32
H -1.1020 1.6246 2.5994 -0.14
H -7.6075 8.2557 -1.3788 0.30
H -3.4052 1.6952 3.9199 0.41
H -6.5764 5.0230 -0.7091 0.36
H 0.8821 -3.2328 1.3152 0.35
H -8.3450 -1.7096 8.1958 0.38
H 11.9950 3.7435 -2.4022 0.27
H 0.0062 -1.7592 3.8168 0.09
H -4.5019 0.1175 5.7890 0.15
H -3.3152 1.3218 6.2924 0.42
H -6.4015 6.9827 -1.0723 0.32
H 5.2800 4.5580 -4.0826 0.35
H 12.6840 2.3387 -3.2206 0.33
H 2.3214 -2.5227 -5.0257 0.36
H -6.6576 8.2642 0.1086 0.23
H 5.5322 -1.6664 -3.8045 0.41
H 6.9336 4.3212 -0.9486 0.35
H 11.0302 -0.5547 -1.9634 0.33
H 1.4206 2.1977 2.5615 0.28
H 2.8639 1.4782 3.3123 0.32
H 4.4251 -3.2859 -2.2375 0.34
H -4.8365 4.6775 1.0224 -0.08
H -5.3939 6.3554 1.1076 0.25
H -1.2807 -6.9914 -4.5693 0.30
H -1.8830 -1.9219 3.6950 -0.39
H 5.7932 3.0278 -0.5392 0.31
H 11.2396 0.8673 0.0613 0.30
H -2.9713 -4.0250 -8.3041 0.31
H -0.1161 -0.5817 1.1469 -0.59
H -5.9675 5.1730 2.2916 0.29
H -7.1282 3.8957 0.5121 0.31
H -9.0068 -2.3534 6.4030 0.36
H 4.6783 -0.8125 -2.5108 0.24
H 0.1822 -1.7254 -0.1259 -0.37
H 12.4333 1.8891 -0.7475 0.27
H -1.9838 0.6673 4.1430 -0.07
H 2.4390 1.0728 1.6377 0.32
H -0.4170 1.7301 0.5967 0.05
H 6.8888 3.6107 -3.3478 0.37
H -8.1967 -3.5566 5.3929 0.28
H -2.6917 -6.7473 -5.6045 0.28

(2)
75
Properties=species:S:1:pos:R:3:lowdin_spin:R:1 method="wB97M-V/def2-TZVPD" charge=-2 max_force_ev_per_a=2.991 e_homo_ev="0.334 / -2.325" energy_ha=-2605.591375 spin_multiplicity=7
Eu -0.3438 -0.1274 -0.6456 4.06
O -1.0662 -0.1596 -8.7531 0.00
O 0.3306 0.3014 1.7461 0.01
O 2.7312 0.0005 -6.5855 0.00
O -0.4091 -2.0900 -7.8071 0.00
O 0.1879 2.5536 8.1810 0.20
O -0.8517 -1.4165 -2.2601 -0.01
O 1.8072 -0.4088 -8.6022 0.00
O -0.2758 4.6163 7.5735 0.20
O -0.6064 2.1445 0.8629 0.01
N -0.0746 3.4118 7.3020 0.23
C 2.0785 -1.4585 -0.4031 0.00
C 2.7876 0.2060 -1.8534 0.00
C -2.0222 -1.4311 1.5779 0.00
C -0.1395 1.4999 1.8588 0.02
C 1.3884 2.9174 -4.6421 0.07
C -3.2375 -1.5687 -0.3845 0.00
C -0.4246 3.8697 4.8746 0.07
C -0.1511 2.0556 3.2643 0.10
C 0.0935 1.1755 4.3392 0.00
C 2.6034 -0.3709 0.3752 -0.01
C 0.2301 -0.7586 -5.3543 0.02
C -2.8784 -0.2874 1.5008 0.00
C -2.2560 -2.2318 0.4111 0.00
C -0.9283 -0.1818 -4.6228 0.17
C -0.8666 3.8521 -3.8869 0.08
C 0.3098 -0.0531 -6.7417 0.00
C -0.9855 -2.7351 -8.9634 0.00
C 1.7376 -0.1374 -7.2892 0.00
C 2.1727 -1.0863 -1.7890 0.00
C -0.7541 1.6756 -5.1883 0.03
C -1.5320 -0.9303 -3.4138 0.02
C 3.0256 0.6491 -0.5197 0.00
C -0.1932 1.4021 -6.6157 0.02
C -0.4451 3.4072 3.5557 0.00
C -0.0970 2.8272 -4.6349 0.48
C -0.1395 2.9787 5.9411 0.05
C -0.4656 -0.7495 -7.8709 0.00
C -3.6520 -0.3923 0.3044 0.00
C 0.1045 1.6228 5.6562 0.07
C 3.1362 -0.5722 -9.1103 0.00
H 1.8490 -1.6882 -2.6393 0.00
H -1.7549 -0.2535 -5.3511 0.00
H -2.9815 0.4934 2.2573 0.00
H 3.6359 -1.4230 -8.6310 0.00
H 1.7257 -2.4170 -0.0184 0.00
H -2.0524 -2.4886 -9.0628 0.00
H -1.7787 -3.1872 0.1803 0.00
H -1.3440 -1.6790 2.3950 0.00
H 0.2740 0.1152 4.1546 0.00
H 3.0986 0.7142 -2.7698 0.00
H 1.1807 -0.5411 -4.8518 0.00
H 1.9035 2.0066 -4.9995 0.00
H -1.8122 3.4587 -3.4795 0.01
H 0.5985 2.1189 -6.9074 0.00
H 0.3039 0.9429 6.4818 0.01
H -1.8561 1.8234 -5.1729 0.00
H -0.6980 4.0904 2.7423 0.00
H 3.0080 -0.7613 -10.1747 0.00
H -0.8497 -3.8041 -8.7844 0.00
H -2.3920 -0.2863 -3.0671 0.00
H 3.5403 1.5652 -0.2342 0.00
H -1.1277 4.7128 -4.5247 0.03
H 2.7468 -0.3709 1.4523 0.00
H 0.1336 -1.8458 -5.5033 0.01
H 1.7648 3.1376 -3.6248 0.02
H 3.7291 0.3351 -8.9483 0.00
H -0.4489 -2.4255 -9.8730 0.00
H -4.4590 0.2767 0.0015 0.00
H -3.6216 -1.9157 -1.3437 0.00
H -0.9775 1.5833 -7.3650 0.00
H 1.7189 3.7613 -5.2745 0.02
H -0.6314 4.9119 5.1122 0.01
H -2.0228 -1.8321 -3.8364 0.01
H -0.2802 4.2650 -3.0517 0.01

(3)
36
Properties=species:S:1:pos:R:3:nbo_charge:R:1 method="wB97M-V/def2-TZVPD" charge=-1 max_force_ev_per_a=1.742 e_homo_ev=-3.646 energy_ha=-1141.546750
Cl -6.2579 -0.0053 -2.0615 -0.14
O 2.6062 -0.7225 1.1930 -0.53
O -0.3780 0.3974 -2.5831 -0.75
O 4.5823 -1.6433 3.1722 -0.56
O -1.4323 0.4133 -0.4518 -0.74
C -3.7373 0.3446 -1.0023 -0.44
C -4.8830 2.3379 -2.0666 -0.63
C -1.7620 0.7270 -2.6701 -0.10
C 3.2540 -1.9725 1.1557 -0.09
C 3.6056 -2.4637 2.5428 -0.09
C 4.0230 -0.7216 4.0872 -0.25
C -4.6410 0.8346 -2.1389 -0.14
C 3.4312 0.3680 0.8425 -0.25
C -2.3146 -0.0046 -1.4547 0.08
B -0.0658 0.4946 -1.1193 0.44
H -3.6506 1.1166 -0.2501 0.22
H 3.1825 -0.1800 3.6482 0.19
H 4.3865 0.3450 1.3784 0.16
H -5.7161 2.5424 -1.4026 0.21
H 0.6289 -0.4123 -0.6793 -0.14
H -2.2344 -1.0671 -1.7227 0.14
H 2.8933 1.2770 1.1034 0.20
H 4.8026 -0.0084 4.3531 0.18
H 4.1513 -1.9300 0.5288 0.17
H -4.0054 2.8072 -1.6346 0.23
H -4.1997 -0.5271 -0.5546 0.21
H -1.8543 1.8168 -2.6003 0.15
H 2.5565 -2.6833 0.6987 0.19
H -5.0972 2.7686 -3.0378 0.20
H -2.0761 0.3696 -3.6537 0.15
H 3.6893 -1.2348 4.9975 0.16
H 4.0277 -3.4723 2.4708 0.17
H 3.6139 0.3749 -0.2372 0.18
H 0.4039 1.6260 -0.8938 -0.17
H -4.2339 0.6044 -3.1133 0.21
H 2.7009 -2.5172 3.1557 0.17

(4)
102
Properties=species:S:1:pos:R:3:mulliken_charge:R:1 method="wB97M-V/def2-TZVPD" max_force_ev_per_a=0.861 e_homo_ev=-7.696 energy_ha=-5078.498467 e_above_lowest_kcal_mol=15.9
Zr -0.0990 -0.3953 -0.2011 -0.76
Cl -1.1807 1.7568 1.9610 -0.21
Cl 3.0341 0.9518 -1.0929 -0.09
Cl 4.7071 3.0847 0.5418 -0.19
Cl 3.3370 4.6119 2.9105 -0.20
Cl 0.3449 3.9785 3.6352 -0.19
P -0.5011 -1.5814 2.4710 2.34
O 0.0489 -1.0956 -2.0959 -0.54
O 5.4603 4.0985 -3.6884 -0.45
O -1.3644 -2.0875 -0.0576 -0.67
O -4.2754 2.3388 -1.0286 -0.49
N 0.9028 3.1253 -6.7392 -0.37
N 0.0793 2.2149 -6.5954 -0.64
N -2.1552 -1.0233 -0.2376 1.27
N -3.5765 1.1917 -0.7415 0.25
N -0.3869 1.4780 -1.7296 0.39
C 1.4732 -2.9904 1.0691 -0.19
C 0.7038 -2.9457 2.2400 0.06
C 1.0976 1.3432 0.7008 -0.95
C 0.0643 0.0505 -5.5654 -0.32
C -0.8338 -1.1337 6.5735 -0.94
C -3.3325 -1.8297 2.8113 0.75
C -3.3607 -4.5880 2.3793 -0.76
C -1.0890 -1.4585 5.2478 -0.50
C -4.5440 -3.9312 2.6744 -0.79
C 0.0039 -0.3371 -3.1833 1.01
C 3.9487 2.4563 -4.6422 -0.16
C -0.5459 2.7622 -1.5070 -0.32
C -0.1570 -1.1956 4.2433 1.10
C 1.3048 -0.2750 5.9244 -0.74
C -5.6146 -0.0842 -1.2906 -2.10
C 2.1840 -5.2301 1.6984 -0.75
C -3.3572 -1.1599 -0.6328 0.23
C 0.3642 -0.5268 6.9119 -0.80
C 3.0895 2.7104 0.9979 0.03
C -4.1740 0.0717 -0.8772 0.95
C 2.4784 3.3915 2.0557 0.52
C 2.4727 4.5786 -5.6460 -0.24
C -0.3127 3.3169 -3.8197 -0.97
C 6.2754 3.0344 -3.2179 -0.64
C 2.1791 -0.3967 3.5892 -0.65
C -4.5188 -2.5609 2.8751 -0.82
C -2.1216 -2.5032 2.5595 0.75
C 2.0348 3.2743 -5.8605 -0.05
C -0.5143 3.7198 -2.5303 -1.63
C 0.7882 -3.9766 3.1797 -0.10
C -3.9299 -2.5207 -0.8593 -2.24
C 1.6640 -1.7765 0.2064 -0.88
C -3.4176 -0.3407 3.0082 -0.66
C 1.5313 -5.1136 2.9238 -0.67
C -0.1562 1.0646 -3.0122 -0.37
C 0.0534 1.4067 -5.4065 -0.04
C -2.1711 -3.8754 2.3163 -0.99
C 4.3498 3.7652 -4.3892 0.82
C 1.0741 -0.6086 4.5924 0.36
C -0.1113 1.9483 -4.1021 1.21
C 1.1567 3.1076 2.3928 -0.16
C 0.0779 -0.8270 -4.4611 -0.72
C 2.7858 2.2190 -5.3635 -0.54
C 2.3741 1.7265 0.3312 -0.01
C 2.1661 -4.1779 0.8000 -0.76
C 0.5119 2.0997 1.6936 1.14
C 3.6024 4.8276 -4.8955 -0.74
H 7.0637 3.4942 -2.6302 0.23
H -5.7237 0.0262 -2.3732 0.35
H 4.5280 1.6167 -4.2887 0.47
H 1.5801 -5.9111 3.6542 0.42
H -3.3521 -5.6568 2.2025 0.44
H -4.4203 -0.0551 3.3275 0.50
H -5.1518 2.1150 -1.3705 0.34
H 2.4939 1.1985 -5.5724 0.43
H -1.2687 -4.4082 2.0524 0.29
H -5.9948 -1.0627 -1.0172 0.39
H 2.7286 -4.2510 -0.1248 0.44
H 3.9465 5.8372 -4.7091 0.44
H -0.7479 3.0614 -0.4855 0.53
H -0.3290 4.0393 -4.6253 0.59
H -6.2574 0.6516 -0.8029 0.62
H 2.4141 -1.1588 0.7122 0.49
H -2.7117 0.0161 3.7606 0.14
H 5.7079 2.3475 -2.5883 0.17
H 0.1237 -0.3437 -6.5735 0.42
H 0.2406 -3.8924 4.1127 0.52
H -4.8297 -2.6822 -0.2621 0.44
H 2.9022 0.3319 3.9586 0.52
H 2.7076 -1.3371 3.4073 0.31
H -5.4427 -2.0337 3.0903 0.38
H 6.7183 2.4838 -4.0517 0.36
H 1.8042 -0.0507 2.6281 -0.29
H 1.9049 5.3950 -6.0779 0.45
H 2.0786 -2.0727 -0.7559 0.57
H -1.5703 -1.3610 7.3346 0.46
H -3.2088 0.1766 2.0724 -0.44
H -3.1929 -3.2658 -0.5781 0.38
H 2.2509 0.1848 6.1883 0.45
H -0.6681 4.7617 -2.2849 0.51
H -2.0276 -1.9383 4.9990 0.41
H -5.4792 -4.4753 2.7391 0.37
H 0.1427 -1.8986 -4.5995 0.48
H -4.1867 -2.6532 -1.9140 0.46
H 0.5705 -0.2546 7.9398 0.39
H 2.7333 -6.1336 1.4606 0.39